[1]
Computed, not measured: a 2-piece molecular cluster, C6H13NO2 overall at a distorted geometry, with ωB97M-V/def2-TZVPD.

Structure (XYZ):
```
22
C6H13NO2 | the OMol25 dataset | ωB97M-V/def2-TZVPD
C 0.13 -0.61 0.15
C -1.09 0.30 0.08
N -2.19 -0.36 -0.60
C -3.08 -1.17 0.22
C -3.52 0.14 -0.33
C 1.31 0.08 0.78
C 2.69 -0.20 0.36
O 1.95 1.09 0.00
H -0.11 -1.50 0.74
H 0.40 -0.95 -0.86
H -1.38 0.61 1.10
H -0.84 1.21 -0.49
H -3.43 -2.10 -0.22
H -2.86 -1.21 1.29
H -3.61 0.97 0.37
H -4.21 0.17 -1.18
H 1.17 0.39 1.83
H 3.49 -0.07 1.10
H 2.81 -1.01 -0.36
O 4.13 1.11 -1.60
H 3.35 1.76 -1.32
H 4.90 1.34 -1.07
```

F_max: 3.48 eV/A
Calculated total energy: -441.543461 Eh
HOMO energy: -0.3397 Ha
LUMO level: 0.9780 eV
Spin multiplicity: 1
Energy relative to the best compared isomer or geometry (same formula, charge and spin): 3.716 eV
SMILES string: C(CN1CC1)[C@H]1CO1.O
HOMO-LUMO gap: 10.2 eV

=====

[2]
Computed, not measured: C6H13NO2 as an isolated structure at a distorted geometry, with ωB97M-V/def2-TZVPD.

Structure (XYZ):
```
22
C6H13NO2 | the OMol25 dataset | ωB97M-V/def2-TZVPD
C 1.39 1.94 -0.77
C 1.15 -1.71 -1.08
C 1.08 -0.85 0.15
O 0.51 0.85 -0.69
O 1.95 -0.70 0.97
H 1.74 2.06 -1.80
H 2.27 1.81 -0.13
H 0.88 2.86 -0.45
H 2.08 -1.48 -1.59
H 0.32 -1.52 -1.75
H 1.18 -2.76 -0.79
C -1.54 -1.40 0.26
N -0.40 -0.66 0.81
C -0.59 0.92 0.81
C -1.82 1.48 0.80
H -0.24 -0.92 1.79
H 0.15 1.31 1.50
H -1.72 -1.07 -0.76
H -2.42 -1.18 0.87
H -1.34 -2.47 0.28
H -2.64 1.12 0.21
H -1.98 2.40 1.34
```

F_max: 1.52 eV/A
Calculated total energy: -441.516173 Eh
HOMO energy: -0.2770 Ha
LUMO level: 0.6666 eV
Spin multiplicity: 1
Energy relative to the best compared isomer or geometry (same formula, charge and spin): 4.458 eV
HOMO-LUMO gap: 8.2 eV

=====

[3]
Computed, not measured: one molecule with the formula C6H13NO2 at a distorted geometry, with ωB97M-V/def2-TZVPD.

Structure (XYZ):
```
22
C6H13NO2 | the OMol25 dataset | ωB97M-V/def2-TZVPD
C -0.36 0.27 0.82
C 0.21 1.44 0.00
C 0.32 -1.04 0.51
C -0.18 -2.11 1.52
C 0.09 -1.49 -0.91
C 0.64 -0.59 -2.03
H -2.22 1.02 0.85
H -2.01 -0.06 -0.22
H -0.08 0.53 1.83
H 1.38 -0.86 0.72
H 0.48 -2.97 1.49
H -0.17 -1.75 2.56
H -1.15 -2.58 1.16
H -1.00 -1.66 -1.00
H 0.60 -2.46 -1.05
H 1.71 -0.54 -1.83
H 0.23 0.38 -2.15
H 0.49 -1.09 -2.97
H 1.88 2.27 -0.33
N -1.79 0.15 0.76
O -0.48 2.07 -0.77
O 1.49 1.65 0.29
```

F_max: 2.39 eV/A
Calculated total energy: -441.661467 Eh
HOMO energy: -0.3603 Ha
LUMO level: 0.6928 eV
Spin multiplicity: 1
Energy relative to the best compared isomer or geometry (same formula, charge and spin): 0.504 eV
SMILES string: CC[C@H](C)[C@H](N)C(=O)O
HOMO-LUMO gap: 10.5 eV

=====

[4]
Computed, not measured: a 2-piece molecular cluster, C6H13NO2 overall at a distorted geometry, with ωB97M-V/def2-TZVPD.

Structure (XYZ):
```
22
C6H13NO2 | the OMol25 dataset | ωB97M-V/def2-TZVPD
C -1.58 0.23 0.05
C -1.81 -1.74 1.22
C -0.99 -2.98 1.30
N -2.06 0.98 -1.00
O -1.69 -1.05 0.03
H -1.32 0.75 0.96
H -1.94 -1.12 2.10
H -2.27 0.44 -1.83
H -1.52 1.83 -1.19
H 0.09 -2.78 1.44
H -1.33 -3.59 2.14
H -1.11 -3.56 0.38
C 1.49 0.55 -1.60
C 2.24 1.76 0.52
C 1.27 1.70 -0.64
O 0.43 2.54 -0.83
H 0.73 0.54 -2.37
H 2.48 0.63 -2.04
H 2.11 2.68 1.07
H 2.05 0.90 1.18
H 3.25 1.67 0.16
H 1.47 -0.39 -1.05
```

F_max: 1.70 eV/A
Calculated total energy: -441.525201 Eh
HOMO energy (spin up / spin down): -0.2091 / -0.2485 Ha
LUMO level (spin up / spin down): 0.7694 / 0.7610 eV
Spin multiplicity: 1
Energy relative to the best compared isomer or geometry (same formula, charge and spin): 4.212 eV
HOMO-LUMO gap (spin up / spin down): 6.5 / 7.5 eV

=====

[5]
Computed, not measured: a 2-piece molecular cluster, C6H13NO2 overall at a distorted geometry, with ωB97M-V/def2-TZVPD.

Structure (XYZ):
```
22
C6H13NO2 | the OMol25 dataset | ωB97M-V/def2-TZVPD
C -1.01 0.04 -1.02
C 0.31 0.10 0.77
C -0.96 0.92 -2.26
C 1.50 1.06 0.69
C 0.13 -0.34 2.22
N -0.96 0.70 0.29
C 0.29 -0.71 -0.76
O -0.55 -2.53 0.07
O 1.17 -1.13 -1.44
H 0.00 -3.11 -0.49
H -0.96 1.71 0.23
H -1.86 -0.64 -1.08
H 0.11 -2.04 0.74
H -1.89 1.49 -2.34
H -0.11 1.60 -2.22
H -0.87 0.31 -3.15
H 1.38 1.90 1.38
H -0.01 0.53 2.87
H 1.61 1.50 -0.30
H 2.42 0.52 0.94
H -0.75 -0.98 2.29
H 1.00 -0.90 2.56
```

F_max: 3.72 eV/A
Calculated total energy: -441.582968 Eh
HOMO energy: -0.3297 Ha
LUMO level: 0.8367 eV
Spin multiplicity: 1
Energy relative to the best compared isomer or geometry (same formula, charge and spin): 2.641 eV
SMILES string: C[C@@H]1NC(C)(C)C1=O.O
HOMO-LUMO gap: 9.8 eV

=====

[6]
Computed, not measured: a 2-piece molecular cluster, C6H13NO2S overall at a distorted geometry, with ωB97M-V/def2-TZVPD.

Structure (XYZ):
```
23
C6H13NO2S | the OMol25 dataset | ωB97M-V/def2-TZVPD
C 1.23 -1.31 0.57
C 1.68 0.85 1.69
C -0.50 1.85 -1.23
C -2.46 0.18 -0.90
C 0.91 -0.34 1.46
C -1.00 0.48 -1.19
N -0.27 -0.48 -1.54
O 0.52 -2.50 0.49
O 2.34 -1.23 -0.19
S -0.70 -0.39 2.38
H 1.08 1.68 1.97
H 2.09 1.14 0.71
H 2.52 0.62 2.35
H 0.55 1.92 -1.25
H -0.87 2.49 -0.52
H -0.76 2.28 -2.23
H -2.42 -0.91 -0.71
H -3.00 0.26 -1.97
H -2.77 0.84 -0.10
H -0.87 -1.41 -1.67
H 1.03 -3.16 -0.11
H 1.99 -1.32 -1.03
H -0.33 -1.53 3.02
```

F_max: 3.41 eV/A
Calculated total energy: -839.756551 Eh
HOMO energy: -0.2893 Ha
LUMO level: 0.6213 eV
Spin multiplicity: 1
Energy relative to the best compared isomer or geometry (same formula, charge and spin): 2.353 eV
SMILES string: CC(S)=C(O)O.CC(C)=N
HOMO-LUMO gap: 8.5 eV

=====

[7]
Computed, not measured: a 2-piece molecular cluster, C6H13NO3 overall at a distorted geometry, with ωB97M-V/def2-TZVPD.

Structure (XYZ):
```
23
C6H13NO3 | the OMol25 dataset | ωB97M-V/def2-TZVPD
C 2.55 -1.24 0.85
C 1.17 -0.95 0.27
C 0.41 0.09 1.08
N -0.87 0.50 0.49
C -2.44 -1.16 -1.56
O -3.35 -1.16 -2.35
C -1.07 1.64 -0.23
C 0.16 2.38 -0.71
O -2.19 2.13 -0.34
H 3.17 -0.33 0.86
H 2.48 -1.60 1.89
H 3.08 -2.01 0.26
H 1.27 -0.61 -0.77
H 0.58 -1.88 0.24
H 0.20 -0.31 2.08
H 1.04 0.98 1.23
H -1.39 -1.31 -1.88
H 0.91 1.70 -1.14
H -0.15 3.11 -1.47
H 0.62 2.91 0.13
H -1.77 0.11 0.99
O -2.64 -1.51 -0.18
H -1.78 -1.46 0.27
```

F_max: 3.35 eV/A
Calculated total energy: -516.882846 Eh
HOMO energy: -0.3611 Ha
LUMO level: 0.5241 eV
Spin multiplicity: 1
Energy relative to the best compared isomer or geometry (same formula, charge and spin): 1.531 eV
SMILES string: CCCNC(C)=O.O=CO
HOMO-LUMO gap: 10.3 eV

=====

[8]
Computed, not measured: one molecule with the formula C6H13NO3S at a distorted geometry, with ωB97M-V/def2-TZVPD.

Structure (XYZ):
```
24
C6H13NO3S | the OMol25 dataset | ωB97M-V/def2-TZVPD
C 1.29 0.21 0.28
C 1.07 -1.26 0.70
C 0.11 0.61 -0.63
C -0.24 -1.75 0.08
C 0.52 0.84 -2.08
C -2.29 0.72 1.57
N -0.88 -0.44 -0.54
O -3.18 -1.23 0.02
O -2.84 1.00 -0.99
O -0.10 -2.71 -0.89
S -2.41 -0.03 -0.09
H 1.34 0.85 1.15
H 2.23 0.32 -0.27
H 1.88 -1.90 0.34
H 1.03 -1.35 1.78
H -0.36 1.54 -0.27
H -0.96 -2.14 0.79
H 0.95 -0.07 -2.51
H 1.25 1.64 -2.14
H -0.36 1.11 -2.66
H -1.82 1.69 1.48
H -3.31 0.84 1.91
H -1.74 0.06 2.22
H 0.35 -2.32 -1.66
```

F_max: 2.51 eV/A
Calculated total energy: -915.064409 Eh
HOMO energy: -0.3696 Ha
LUMO level: 0.6077 eV
Spin multiplicity: 1
Energy relative to the best compared isomer or geometry (same formula, charge and spin): 1.018 eV
SMILES string: C[C@@H]1CC[C@H](O)N1S(C)(=O)=O
HOMO-LUMO gap: 10.7 eV

=====

[9]
Computed, not measured: C6H13NO5S as an isolated structure at a distorted geometry, with ωB97M-V/def2-TZVPD.

Structure (XYZ):
```
26
C6H13NO5S | the OMol25 dataset | ωB97M-V/def2-TZVPD
C -0.48 0.70 0.66
C 0.11 0.79 2.07
C 0.12 -1.72 0.12
C -0.91 -0.16 -1.43
C 1.59 -1.23 -0.06
C -2.12 0.73 -1.84
N -0.81 -0.60 -0.04
O 2.44 1.51 0.82
O 0.68 2.07 2.40
O 2.64 0.64 3.14
O 2.24 -1.19 1.23
O -2.42 0.38 -3.16
S 1.88 0.94 2.01
H -1.29 1.30 0.63
H 0.24 1.28 -0.08
H -0.48 0.17 2.83
H -0.25 -2.17 1.03
H -0.18 -2.41 -0.58
H -0.01 0.37 -1.90
H -0.90 -1.14 -1.95
H 2.03 -1.98 -0.80
H 1.80 -0.22 -0.42
H -2.99 0.48 -1.31
H -1.93 1.73 -1.74
H 1.67 -1.40 1.95
H -2.67 1.14 -3.58
```

F_max: 4.41 eV/A
Calculated total energy: -1065.364846 Eh
HOMO energy: -0.3416 Ha
LUMO level: 0.5500 eV
Spin multiplicity: 1
Energy relative to the best compared isomer or geometry (same formula, charge and spin): 3.547 eV
HOMO-LUMO gap: 9.8 eV

=====

[10]
Computed, not measured: one molecule with the formula C6H13NOSi at a distorted geometry, with ωB97M-V/def2-TZVPD.

Structure (XYZ):
```
22
C6H13NOSi | the OMol25 dataset | ωB97M-V/def2-TZVPD
C -1.70 -0.36 -2.08
C -0.63 0.50 -2.66
C -0.78 0.76 -0.35
C 0.21 0.99 2.49
C 2.15 -0.08 -0.22
C 0.04 -1.71 1.54
N -1.91 -0.37 -0.85
O -0.28 1.26 -1.55
Si 0.57 0.00 0.91
H -2.50 -0.73 -2.83
H 0.20 -0.14 -3.08
H -1.13 1.26 -3.26
H -1.52 1.48 0.07
H 0.59 1.99 2.63
H -0.84 0.94 2.51
H 0.56 0.32 3.31
H 1.91 -0.22 -1.28
H 2.65 0.91 -0.40
H 2.87 -0.86 0.01
H -0.56 -1.38 2.32
H -0.71 -2.17 0.85
H 0.79 -2.39 1.93
```

F_max: 3.50 eV/A
Calculated total energy: -655.835847 Eh
HOMO energy: -0.3295 Ha
LUMO level: 0.8658 eV
Spin multiplicity: 1
Energy relative to the best compared isomer or geometry (same formula, charge and spin): 3.894 eV
SMILES string: C[Si](C)(C)[C@@H]1N=CCO1
HOMO-LUMO gap: 9.8 eV